C18H18N3O3PS in the gas phase in a non-equilibrium geometry, computed with the ωB97M-V functional and the def2-TZVPD basis.

As for the total energy: -49695.0894 eV. The molecular weight is 387.40 Da. Its multiplicity is 1. The HOMO energy comes out at -7.36 eV. For the frontier orbital gap, the calculation gives 0.3000 Eh. The energy relative to the best compared isomer or geometry (same formula, charge and spin) is 156.4 kJ/mol.

CARTESIAN COORDINATES (ANGSTROEM)
N 6.552 0.792 1.589
C 5.117 0.950 1.704
C 4.259 -0.168 1.536
C 2.897 0.085 1.444
C 2.391 1.375 1.541
O 0.981 1.549 1.468
P 0.404 1.401 0.058
S 1.297 2.547 -1.233
O 0.552 -0.160 -0.526
C -0.105 -0.610 -1.646
C -1.396 -0.236 -2.089
C -1.909 -0.760 -3.200
C -1.212 -1.641 -3.964
N -1.908 -2.099 -5.032
C 0.016 -2.138 -3.564
C 0.593 -1.601 -2.408
O -1.255 1.765 0.169
C -2.155 0.987 0.813
C -1.783 -0.125 1.673
C -2.691 -0.844 2.370
C -4.051 -0.540 2.135
N -5.049 -1.215 2.761
C -4.433 0.428 1.209
C -3.453 1.253 0.650
C 3.243 2.381 1.811
C 4.595 2.226 1.930
H 6.799 0.219 0.770
H 7.189 1.556 1.797
H 4.587 -1.156 1.271
H 2.123 -0.729 1.453
H -1.895 0.626 -1.620
H -2.897 -0.455 -3.404
H -2.820 -1.793 -5.312
H -1.325 -2.682 -5.823
H 0.524 -2.936 -4.143
H 1.547 -1.951 -1.971
H -0.814 -0.373 1.990
H -2.420 -1.664 3.062
H -5.983 -1.203 2.279
H -4.718 -2.079 3.129
H -5.568 0.550 1.082
H -3.786 2.098 0.111
H 2.732 3.360 1.923
H 5.229 3.013 2.205

---

2 unconnected molecules or ions with the total composition C12H17BF11N2O4 in a non-equilibrium geometry, computed with the ωB97M-V functional and the def2-TZVPD basis.

As for the total charge: +1. As for the total energy: -54453.5028 eV. The molecular weight is 473.07 Da. Its multiplicity is 1. The HOMO energy comes out at -13.53 eV. For the frontier orbital gap, the calculation gives 0.3838 Eh.

CARTESIAN COORDINATES (ANGSTROEM)
N -1.057 0.899 0.240
B -0.299 -0.144 -0.315
O -0.835 -1.110 -1.095
N 1.233 -0.269 0.001
F 1.780 -1.029 -1.032
C 1.415 -1.059 1.291
C 1.960 -2.447 1.100
F 1.043 -3.246 0.480
C 1.983 1.014 -0.049
C 1.646 1.965 1.098
C 2.843 2.790 1.518
F 2.579 3.445 2.672
F 3.879 1.938 1.758
C 3.342 3.812 0.480
F 4.450 4.382 0.991
F 3.703 3.155 -0.651
C 2.318 4.949 0.134
F 1.205 4.841 0.878
F 2.880 6.141 0.388
C 1.891 4.960 -1.356
F 1.362 3.761 -1.679
F 2.928 5.238 -2.157
F 0.940 5.898 -1.511
H -2.041 0.744 0.054
H -0.940 1.020 1.241
H -0.730 -0.984 -2.041
H 0.452 -1.113 1.785
H 2.081 -0.528 1.958
H 2.907 -2.460 0.579
H 2.133 -2.839 2.098
H 3.039 0.798 -0.119
H 1.712 1.493 -0.980
H 0.823 2.596 0.797
H 1.306 1.463 1.996
C -5.039 -4.408 -2.136
C -3.945 -3.807 -1.291
C -3.640 -4.551 -0.010
O -3.168 -3.495 0.845
C -3.730 -2.344 0.422
O -3.680 -1.313 1.014
O -4.330 -2.515 -0.775
H -5.984 -4.411 -1.594
H -5.186 -3.827 -3.045
H -4.786 -5.430 -2.416
H -3.036 -3.668 -1.883
H -2.876 -5.315 -0.125
H -4.530 -4.992 0.441

---

A molecular structure, H30O19STl in a non-equilibrium geometry, computed with the ωB97M-V functional and the def2-TZVPD basis.

As for the total charge: +1. As for the total energy: -54907.0050 eV. The molecular weight is 570.67 Da. Its multiplicity is 1. The HOMO energy comes out at -11.99 eV. For the frontier orbital gap, the calculation gives 0.1003 Eh. The energy relative to the best compared isomer or geometry (same formula, charge and spin) is 0.0 kJ/mol.

CARTESIAN COORDINATES (ANGSTROEM)
Tl 0.531 -2.869 -1.271
S -0.036 0.314 -0.046
O 1.139 1.128 -0.240
O 0.301 -1.044 -0.516
O -0.365 0.320 1.364
O -1.102 0.875 -0.784
O -1.070 -1.802 -2.535
H -0.634 -1.044 -2.976
H -1.744 -2.089 -3.150
O 0.879 3.455 -1.205
H 0.291 3.484 -1.959
H 1.087 2.552 -0.893
O 3.023 2.329 0.863
H 2.843 3.298 0.727
H 2.275 1.893 0.452
O 0.282 -3.398 0.863
H -0.049 -3.050 1.763
H -0.042 -4.312 1.009
O 2.253 -1.020 1.890
H 2.819 -0.495 2.473
H 1.546 -1.237 2.467
O -1.343 2.730 -2.605
H -1.229 1.974 -1.978
H -2.234 2.613 -2.913
O -0.882 -1.907 2.763
H -0.808 -1.038 2.323
H -0.651 -1.739 3.701
O 3.027 0.503 -1.769
H 3.701 0.777 -1.188
H 2.275 0.824 -1.258
O -3.169 0.361 -2.318
H -3.604 1.157 -2.437
H -2.431 0.566 -1.774
O -2.732 -1.669 0.027
H -3.109 -0.933 0.498
H -3.385 -1.846 -0.660
O -2.181 1.463 3.286
H -2.259 0.530 3.283
H -1.471 1.506 2.706
O 2.596 -2.446 -0.335
H 3.333 -2.208 -0.896
H 2.686 -1.944 0.425
O 1.801 -1.691 -2.681
H 2.316 -0.955 -2.390
H 1.908 -1.770 -3.609
O 0.648 0.453 3.697
H 0.309 0.430 2.809
H 1.112 1.296 3.830
O -2.804 2.262 0.477
H -2.104 1.759 0.040
H -3.540 1.655 0.652

---

> The highest HOMO energy belongs to which entry?

C18H18N3O3PS

---

> Which value of multiplicity does entry 2 give?

1

---

> Which of these has the lowest frontier orbital gap?

H30O19STl